1.
Here is C4H7NO in the gas phase from the Open Molecules 2025 dataset. Energies are from wB97M-V/def2-TZVPD.

Its HOMO energy is -9.854 eV. Its SMILES is C[C@H]1N[C@H]1C=O. The calculation puts the total energy at -286.55224 Eh. The relative energy (zero: lowest compared OMol25 entry of this formula, charge and spin) is 208.5 kJ/mol. Its charge is 0. The orbital gap comes out at 10.8 eV.

Atoms and positions in Å:
C: 0.356 1.180 1.065
H: 1.498 0.802 -0.772
C: -1.553 -0.862 -0.452
C: 0.790 0.323 -0.093
H: -0.177 -0.554 -1.882
H: -0.241 2.019 0.690
H: 1.219 1.589 1.601
H: -0.249 0.602 1.767
H: -1.853 -1.364 0.487
O: -2.374 -0.531 -1.277
C: -0.127 -0.622 -0.795
N: 0.947 -1.108 0.070
H: 1.765 -1.473 -0.411

Force components x, y, z for each atom (eV/Å):
-0.04 -0.02 0.07
-0.15 -0.05 0.11
-0.31 0.20 -0.23
-0.04 0.31 -0.02
1.04 -0.35 -0.03
0.08 -0.10 0.11
-0.11 -0.10 -0.06
0.07 0.07 -0.07
0.19 0.13 0.02
-0.18 -0.20 0.51
-0.26 0.17 -0.20
0.01 -0.11 -0.10
-0.30 0.04 -0.13

Atom charges from the Löwdin analysis, given in e for atoms 1 to 4: -0.05 0.14 -0.22 -0.33

2.
Here is CH3NO3 in the gas phase from the Open Molecules 2025 dataset. Energies are from wB97M-V/def2-TZVPD.

Its HOMO energy is -11.280 eV. Its SMILES is O=[N+]([O-])CO. The calculation puts the total energy at -320.25314 Eh. The relative energy (zero: lowest compared OMol25 entry of this formula, charge and spin) is 234.9 kJ/mol. Its charge is 0. The orbital gap comes out at 11.1 eV.

Atoms and positions in Å:
H: 0.225 1.612 -0.300
H: 0.272 -0.863 -0.983
H: 0.144 -1.114 0.780
N: -1.503 0.093 0.060
C: -0.024 -0.246 0.050
O: -2.350 -0.767 -0.020
O: 0.690 0.939 0.162
O: -1.743 1.289 -0.016

Force components x, y, z for each atom (eV/Å):
-0.91 0.97 -0.66
-1.39 1.84 2.13
-0.04 2.04 -0.23
-0.65 0.65 -1.36
1.32 -2.30 -2.03
0.68 -0.35 0.49
1.04 -2.50 1.38
-0.04 -0.35 0.28

Atom charges from the Löwdin analysis, given in e for atoms 1 to 4: 0.07 0.19 0.15 -0.38

3.
Here is a molecular structure, C32H25AsBiF5N3O9S2 from the Open Molecules 2025 dataset. Energies are from wB97M-V/def2-TZVPD.

Its HOMO energy is -5.508 eV. The calculation puts the total energy at -5822.04889 Eh. The relative energy (zero: lowest compared OMol25 entry of this formula, charge and spin) is 102.9 kJ/mol. Its charge is -1. The orbital gap comes out at 7.0 eV.

Atoms and positions in Å:
F: -0.615 -2.608 -2.345
F: -4.483 -4.938 -0.959
C: -1.397 2.662 3.281
O: -2.384 -0.992 -3.961
H: 2.630 2.228 -2.596
O: -2.531 0.427 -1.688
C: 3.503 -2.374 2.878
H: 3.545 0.771 -4.399
O: 2.027 -0.382 -0.426
C: -3.376 -5.550 -2.904
H: 0.597 2.431 4.054
S: -2.818 -2.623 -0.179
C: -0.061 -3.993 1.167
C: 1.635 -0.080 -4.880
C: 2.631 -2.877 1.929
C: -2.524 3.504 3.264
O: -2.622 0.078 0.957
H: 1.638 0.267 3.897
C: -1.413 1.435 2.499
H: 0.552 4.500 5.375
C: -2.531 1.128 1.693
C: -3.468 -4.721 -1.805
H: -0.790 -3.785 1.950
C: 3.030 0.296 -0.497
N: -0.183 -0.440 2.009
C: 2.486 0.751 -4.165
H: -0.573 -4.409 0.306
C: 1.987 1.556 -3.154
C: -0.314 4.218 4.788
C: -3.654 3.135 2.457
C: 1.410 -2.261 1.699
H: -4.494 1.751 1.071
C: -3.664 2.015 1.713
C: -2.571 -3.682 -1.561
H: -3.257 -0.962 -4.372
C: -0.286 3.056 4.056
F: -0.450 -4.181 -4.488
H: 3.794 -0.840 4.359
Bi: -1.056 -0.615 -0.437
H: 2.003 3.054 0.651
H: 3.873 0.008 -1.149
C: 3.134 -1.242 3.600
F: -2.264 -6.173 -4.892
H: -1.458 5.967 5.353
H: -0.398 -0.739 -5.155
H: 5.014 2.418 0.779
C: -0.242 0.713 -3.595
C: 0.274 -0.098 -4.601
O: -1.228 3.069 -2.109
H: 1.379 1.459 1.049
H: 2.693 2.157 2.038
C: 4.449 2.232 -0.139
O: -0.168 1.718 -0.385
H: 4.182 3.194 -0.583
C: -1.446 5.049 4.778
C: 0.634 1.530 -2.855
C: 1.925 -0.619 3.348
H: 0.690 -4.696 1.532
N: -0.338 0.621 2.666
H: 5.088 1.689 -0.836
H: 2.885 -3.749 1.337
H: 2.030 -0.717 -5.663
H: 4.462 -2.850 3.043
O: -3.125 1.605 -4.286
F: -4.275 -6.525 -3.091
C: -1.443 -4.370 -3.612
C: -2.531 4.690 4.019
H: -3.411 5.324 3.983
C: -1.557 -3.561 -2.498
C: 2.277 2.070 1.030
O: 1.068 3.580 -1.327
S: 0.030 2.604 -1.560
O: 0.575 -2.782 0.739
C: -2.359 -5.376 -3.821
H: -4.508 3.804 2.438
N: 3.257 1.462 0.141
C: 1.049 -1.104 2.378
As: -2.171 0.687 -3.335

Force components x, y, z for each atom (eV/Å):
0.01 -0.05 -0.01
0.02 0.02 -0.01
0.05 -0.22 -0.09
-0.09 0.18 0.00
-0.06 -0.04 -0.04
0.52 0.00 -0.37
-0.05 0.12 0.02
-0.04 0.00 0.00
-0.34 -0.36 0.13
-0.09 -0.06 0.03
-0.05 0.03 0.02
-0.03 -0.11 -0.20
0.13 0.02 -0.05
0.05 -0.03 0.00
0.02 -0.09 0.04
-0.16 -0.02 -0.09
0.39 -0.28 -0.18
0.02 -0.01 -0.02
-0.25 0.20 0.00
-0.01 0.00 -0.02
0.05 0.27 0.09
-0.15 -0.06 0.07
-0.02 0.01 0.02
0.17 0.46 -0.07
0.69 -0.25 0.03
0.03 -0.08 -0.07
-0.01 0.01 -0.02
-0.06 -0.02 -0.04
-0.02 -0.01 -0.01
0.06 0.21 0.15
-0.01 -0.05 -0.17
0.02 -0.02 0.02
0.09 -0.17 -0.05
-0.09 0.14 0.19
0.02 -0.10 -0.06
0.01 -0.01 -0.02
-0.01 0.00 0.04
0.00 0.01 -0.02
-0.65 0.30 0.17
0.01 -0.06 0.06
0.03 -0.02 0.03
-0.01 -0.07 -0.04
0.00 -0.01 0.00
0.01 -0.03 -0.01
0.04 0.00 -0.01
-0.01 0.00 -0.01
0.30 0.39 0.40
0.05 0.08 0.11
0.28 0.15 0.19
0.31 0.12 0.03
0.09 -0.02 0.02
-0.08 -0.03 0.06
-0.20 -0.05 -0.10
-0.01 0.01 0.00
0.04 -0.04 -0.01
-0.09 -0.20 -0.28
-0.01 0.10 0.07
0.00 -0.04 0.01
-0.09 0.25 0.35
-0.01 0.00 0.01
0.00 0.05 0.02
-0.02 0.03 0.02
-0.05 0.01 0.02
0.21 -0.06 0.38
0.01 -0.01 0.00
0.18 0.13 -0.03
0.00 0.04 0.00
0.02 -0.03 0.00
0.19 0.13 -0.06
0.12 -0.12 0.19
0.01 0.13 -0.01
-0.80 -0.21 -0.46
-0.20 -0.09 0.00
-0.04 -0.11 -0.10
0.04 -0.01 0.01
0.06 -0.07 -0.03
-0.20 0.07 -0.08
-0.35 -0.35 -0.18

Atom charges from the Löwdin analysis, given in e for atoms 1 to 4: 0.00 0.07 -0.09 -0.28

4.
Here is 8 unconnected molecules or ions with the total composition H16O8 from the Open Molecules 2025 dataset. Energies are from wB97M-V/def2-TZVPD.

Its HOMO energy is -10.472 eV. Its SMILES is O.O.O.O.O.O.O.O. The calculation puts the total energy at -611.49564 Eh. The relative energy (zero: lowest compared OMol25 entry of this formula, charge and spin) is 228.3 kJ/mol. Its charge is 0. The orbital gap comes out at 10.5 eV.

Atoms and positions in Å:
O: 1.313 0.288 2.343
H: 0.749 -3.615 -0.083
O: 2.096 1.390 -0.845
O: 0.781 -1.392 -2.430
O: 0.345 -3.157 0.634
H: 1.816 0.306 3.174
H: -0.847 -0.555 0.615
H: -1.092 0.087 -0.799
H: -1.550 3.405 0.078
H: -0.741 -2.431 2.846
H: -0.319 2.433 0.028
O: -0.818 -1.504 2.717
H: 0.262 -1.122 -1.632
H: -1.407 3.352 -3.457
O: -0.606 -0.551 -0.341
H: 2.652 1.526 -0.125
H: 0.566 -0.264 2.649
H: -0.406 -2.715 0.265
O: -1.230 2.513 -3.005
H: 0.896 -2.318 -2.424
H: 1.866 0.486 -0.689
O: -1.239 2.568 -0.302
H: -1.734 -1.329 2.848
H: -1.361 2.601 -2.070

Force components x, y, z for each atom (eV/Å):
-0.17 -0.28 1.10
0.49 -0.52 -0.78
-1.20 0.33 -1.57
-0.37 1.87 0.26
0.14 -0.14 1.30
0.20 0.29 -0.51
0.36 0.24 -1.07
-1.47 1.84 -0.82
0.24 -0.39 -0.08
0.51 -1.43 -0.03
-0.74 0.17 -0.45
0.40 1.08 -0.34
0.72 -0.74 -0.75
0.06 -0.40 0.53
0.73 -1.70 2.25
1.67 0.86 2.00
0.15 0.10 -0.64
-0.59 0.53 -0.49
0.01 -0.07 -1.77
0.07 -1.46 0.16
-0.64 -1.14 -0.32
0.61 0.09 0.85
-1.15 0.40 0.31
-0.04 0.47 0.87

Atom charges from the Löwdin analysis, given in e for atoms 1 to 4: -0.08 0.02 -0.01 -0.06

5.
Here is a molecular structure, C26H22Br2N6O6S2Ta from the Open Molecules 2025 dataset. Energies are from wB97M-V/def2-TZVPD.

Its expectation value of S² is 0.755. As for the spin multiplicity: 2. Its HOMO energy (alpha / beta) is -7.270 / -8.428 eV. The calculation puts the total energy at -7785.51940 Eh. The relative energy (zero: lowest compared OMol25 entry of this formula, charge and spin) is 176.1 kJ/mol. Its charge is 0. The orbital gap (alpha / beta) comes out at 6.0 / 7.3 eV.

Atoms and positions in Å:
C: 3.631 0.818 1.317
N: -4.936 -2.299 1.468
H: 0.399 3.730 -1.843
C: -3.098 1.849 3.295
H: -4.387 2.112 1.558
H: -1.502 1.546 4.715
H: 3.895 2.879 -4.145
H: 3.568 0.260 2.254
C: 2.408 5.866 -3.534
C: -2.650 1.737 -0.447
C: 1.358 5.426 -2.743
C: 3.194 3.603 -3.752
C: 2.884 -1.062 -1.977
N: -0.463 -4.167 2.882
N: -1.097 1.484 1.394
Ta: -0.020 0.351 -0.584
Br: 0.953 1.257 3.219
H: 4.145 5.290 -4.658
C: -4.288 -4.533 0.947
H: 2.161 -2.925 -2.722
C: 3.589 -0.351 -0.882
H: 1.909 -2.675 -0.986
H: 3.529 -3.062 -1.583
C: -0.216 -2.847 2.924
S: -1.142 -1.572 -3.309
C: -0.833 1.456 2.689
C: -3.720 -1.901 1.112
H: 1.268 -3.001 1.541
H: 0.978 -1.444 2.142
H: 4.647 -0.147 -0.991
H: -3.512 -0.843 1.194
C: -3.022 -4.124 0.582
S: -1.254 -1.788 3.696
C: -2.372 1.730 1.038
C: -5.213 -3.596 1.386
O: -1.569 1.508 -1.155
C: -1.794 1.615 3.678
O: -1.223 -0.980 0.314
H: -1.273 -4.510 3.364
H: 3.167 1.792 1.474
N: 0.918 -2.437 2.303
C: 3.326 4.951 -4.037
C: -0.296 -0.987 -2.171
C: -2.733 -2.770 0.666
C: -1.364 -2.301 0.309
H: -3.873 1.969 4.040
H: -6.209 -3.908 1.678
N: 2.731 0.848 -3.222
H: -2.266 -4.818 0.241
C: 2.954 0.082 0.207
H: 4.681 0.965 1.071
O: -3.752 1.937 -0.881
C: 2.607 -2.524 -1.814
C: 1.998 1.718 -2.656
C: -3.393 1.927 1.939
O: 1.611 -0.122 0.366
H: 0.177 -4.819 2.463
H: 2.512 6.918 -3.763
H: 0.636 6.133 -2.357
Br: -4.772 -6.358 0.864
N: 2.459 -0.480 -3.029
O: 1.043 1.420 -1.750
C: 1.226 4.076 -2.449
C: 2.143 3.161 -2.952
O: -0.462 -3.067 0.063

Force components x, y, z for each atom (eV/Å):
0.08 -0.01 0.01
0.02 0.02 -0.03
-0.01 0.01 0.00
0.06 0.00 -0.05
-0.01 0.00 0.01
0.00 0.00 0.00
0.00 0.00 0.00
-0.02 0.00 -0.03
0.00 0.00 0.01
0.02 0.07 0.08
0.00 0.00 0.01
0.00 0.01 0.00
-0.06 0.04 0.03
-0.03 -0.07 0.14
0.05 -0.12 -0.26
-0.43 0.07 -0.19
-0.02 0.02 0.16
0.00 0.00 0.00
0.00 0.00 0.01
-0.01 0.00 -0.01
-0.08 0.04 0.05
0.01 0.01 0.00
-0.01 0.00 0.00
0.33 0.04 0.04
0.24 -0.17 -0.11
0.13 0.07 0.15
-0.06 0.01 -0.03
-0.05 0.06 0.06
0.11 0.00 0.01
0.00 0.00 0.01
0.01 0.00 0.01
0.01 0.03 0.00
-0.04 -0.07 0.10
-0.15 -0.02 -0.03
0.01 -0.02 0.01
-0.10 -0.03 -0.08
-0.07 0.07 -0.01
0.41 -0.07 -0.35
0.00 -0.01 0.02
0.03 -0.02 -0.03
-0.02 -0.02 0.36
0.01 0.00 0.00
-0.34 0.30 0.21
0.00 -0.03 -0.07
-0.25 0.07 0.06
0.00 0.00 0.00
0.00 0.00 0.00
-0.13 0.08 0.00
-0.01 0.00 -0.01
0.06 -0.09 -0.10
0.01 0.00 0.02
0.03 0.04 0.01
0.03 -0.01 -0.01
0.14 -0.02 0.07
0.07 -0.01 0.02
0.19 -0.02 0.17
0.00 0.01 -0.04
0.00 0.00 0.00
0.00 0.00 0.00
0.01 -0.01 0.00
0.04 -0.02 0.00
-0.10 -0.21 0.04
0.01 0.00 -0.01
0.02 0.00 -0.01
-0.13 -0.05 -0.40

Atom charges from the Löwdin analysis, given in e for atoms 1 to 4: -0.07 0.09 0.10 -0.01

6.
Here is 2 unconnected molecules or ions with the total composition C10H13O2 from the Open Molecules 2025 dataset. Energies are from wB97M-V/def2-TZVPD.

Its HOMO energy is -4.088 eV. The calculation puts the total energy at -539.37888 Eh. The relative energy (zero: lowest compared OMol25 entry of this formula, charge and spin) is 34.6 kJ/mol. Its charge is -1. The orbital gap comes out at 7.5 eV.

Atoms and positions in Å:
C: -0.359 -1.224 1.226
H: -0.625 -3.067 0.266
C: 0.056 0.736 2.554
C: 0.033 -2.203 0.131
O: 1.793 -0.290 -1.203
H: 0.555 1.692 2.596
C: 0.021 2.112 -3.019
H: -2.571 -0.998 3.809
C: 0.700 0.725 -3.061
H: -2.204 -2.236 1.716
C: -1.509 -1.437 1.963
C: 0.422 -0.102 1.509
H: -0.030 -0.025 -2.757
H: 1.341 0.037 0.970
C: -0.972 0.365 3.421
O: 2.692 1.560 -2.053
H: -0.087 2.400 -1.969
H: 0.662 2.807 -3.546
C: -1.798 -0.697 3.115
H: -1.010 2.078 -3.371
H: -0.086 -1.720 -0.831
H: -0.967 0.851 4.394
C: 1.834 0.654 -2.042
H: 1.056 -2.550 0.250
H: 1.056 0.532 -4.067

Force components x, y, z for each atom (eV/Å):
0.32 -0.28 -0.42
0.02 -0.06 -0.42
-0.01 -0.37 -0.73
-0.75 0.07 0.94
-0.25 -0.08 -0.46
0.32 -0.01 0.69
0.11 -0.79 0.63
-0.18 -0.03 -0.12
-0.84 0.41 0.42
0.27 -0.14 -0.14
-0.71 -0.15 0.62
-0.32 -0.26 0.50
0.00 -0.21 -0.27
0.03 0.33 -0.53
0.52 0.57 0.44
-0.04 0.31 -0.52
0.30 0.24 -0.05
-0.21 0.45 -0.01
0.69 -0.03 -0.16
0.09 0.09 -0.60
0.22 -0.19 -0.24
-0.67 0.21 -0.19
0.83 -0.10 0.99
0.13 0.24 -0.16
0.12 -0.22 -0.22

Atom charges from the Löwdin analysis, given in e for atoms 1 to 4: -0.26 0.06 -0.09 -0.06

Number 1 is which compound? C4H7NO

Look up the relative energy (zero: lowest compared OMol25 entry of this formula, charge and spin) of the second one. 234.9 kJ/mol

Please write out number 6 again, unchanged.
Here is 2 unconnected molecules or ions with the total composition C10H13O2 from the Open Molecules 2025 dataset. Energies are from wB97M-V/def2-TZVPD.

Its HOMO energy is -4.088 eV. The calculation puts the total energy at -539.37888 Eh. The relative energy (zero: lowest compared OMol25 entry of this formula, charge and spin) is 34.6 kJ/mol. Its charge is -1. The orbital gap comes out at 7.5 eV.

Atoms and positions in Å:
C: -0.359 -1.224 1.226
H: -0.625 -3.067 0.266
C: 0.056 0.736 2.554
C: 0.033 -2.203 0.131
O: 1.793 -0.290 -1.203
H: 0.555 1.692 2.596
C: 0.021 2.112 -3.019
H: -2.571 -0.998 3.809
C: 0.700 0.725 -3.061
H: -2.204 -2.236 1.716
C: -1.509 -1.437 1.963
C: 0.422 -0.102 1.509
H: -0.030 -0.025 -2.757
H: 1.341 0.037 0.970
C: -0.972 0.365 3.421
O: 2.692 1.560 -2.053
H: -0.087 2.400 -1.969
H: 0.662 2.807 -3.546
C: -1.798 -0.697 3.115
H: -1.010 2.078 -3.371
H: -0.086 -1.720 -0.831
H: -0.967 0.851 4.394
C: 1.834 0.654 -2.042
H: 1.056 -2.550 0.250
H: 1.056 0.532 -4.067

Force components x, y, z for each atom (eV/Å):
0.32 -0.28 -0.42
0.02 -0.06 -0.42
-0.01 -0.37 -0.73
-0.75 0.07 0.94
-0.25 -0.08 -0.46
0.32 -0.01 0.69
0.11 -0.79 0.63
-0.18 -0.03 -0.12
-0.84 0.41 0.42
0.27 -0.14 -0.14
-0.71 -0.15 0.62
-0.32 -0.26 0.50
0.00 -0.21 -0.27
0.03 0.33 -0.53
0.52 0.57 0.44
-0.04 0.31 -0.52
0.30 0.24 -0.05
-0.21 0.45 -0.01
0.69 -0.03 -0.16
0.09 0.09 -0.60
0.22 -0.19 -0.24
-0.67 0.21 -0.19
0.83 -0.10 0.99
0.13 0.24 -0.16
0.12 -0.22 -0.22

Atom charges from the Löwdin analysis, given in e for atoms 1 to 4: -0.26 0.06 -0.09 -0.06